# 1
87
Properties=species:S:1:pos:R:3 method="wB97M-V/def2-TZVPD" total_energy_ha=-3096.7906 orbital_gap_ev=7.4 fmax_ev_per_a=0.62 total_charge=-1
F 1.9863 -6.7899 -4.4667
Al 1.7280 -5.1170 -4.6889
Cl 2.6809 -3.9807 -3.0103
C -0.2099 -4.6483 -4.4865
C -1.2073 -5.5896 -4.2255
C -2.5188 -5.1951 -3.9769
C -2.8442 -3.8503 -3.9703
C -1.8786 -2.8926 -4.2572
C -0.5767 -3.2976 -4.5291
H 2.3675 -4.6595 -6.0819
H -0.9603 -6.6380 -4.1755
H -3.2752 -5.9324 -3.7571
H -3.8412 -3.5173 -3.7232
H -2.1282 -1.8435 -4.2427
H 0.1849 -2.5552 -4.7175
C 3.5229 -8.1732 -1.9863
O 4.8135 -7.8844 -2.5372
C 5.5006 -8.9443 -2.9194
O 5.1614 -10.0977 -2.8299
O 6.6697 -8.5276 -3.4236
C 7.5086 -9.5794 -3.8876
H 3.0759 -7.2185 -1.7295
H 2.8956 -8.6672 -2.7231
H 3.6279 -8.7886 -1.0929
H 7.0245 -10.1343 -4.6896
H 7.7655 -10.2575 -3.0749
H 8.4094 -9.1031 -4.2653
C -3.2387 0.4572 -0.3822
O -1.8560 0.6126 -0.6965
C -1.1854 -0.5370 -0.8772
O -1.6531 -1.6380 -0.7740
O 0.0650 -0.2175 -1.1776
C 0.9647 -1.3158 -1.4360
H -3.6298 1.4635 -0.2540
H -3.7760 -0.0298 -1.1938
H -3.3650 -0.1010 0.5449
H 0.6111 -1.9212 -2.2667
H 1.0768 -1.9367 -0.5503
H 1.9199 -0.8715 -1.6953
C -6.1021 1.5415 5.7442
O -4.9366 2.2625 5.3432
C -4.3216 1.7489 4.2755
O -4.6738 0.7732 3.6673
O -3.2612 2.5022 4.0028
C -2.5019 2.0529 2.8753
H -6.4954 2.0630 6.6120
H -6.8451 1.5386 4.9490
H -5.8475 0.5185 6.0143
H -3.1104 2.0629 1.9745
H -2.1102 1.0528 3.0515
H -1.6787 2.7534 2.7642
C 1.0570 3.1543 0.6625
O 0.5659 4.0404 1.6805
C 1.3901 5.0310 1.9999
O 2.4752 5.2355 1.5197
O 0.8109 5.7688 2.9480
C 1.6097 6.8694 3.3806
H 0.2836 2.4076 0.5071
H 1.2302 3.6975 -0.2635
H 1.9748 2.6705 0.9890
H 1.8101 7.5456 2.5515
H 2.5469 6.5182 3.8085
H 1.0409 7.3939 4.1424
C -7.7528 -0.1648 -0.3817
O -7.2535 -1.3356 0.2633
C -6.1583 -1.8452 -0.3115
O -5.6063 -1.3931 -1.2793
O -5.7905 -2.9181 0.3763
C -4.6245 -3.5822 -0.1358
H -8.6311 0.1386 0.1810
H -7.0112 0.6317 -0.3624
H -8.0326 -0.3816 -1.4109
H -3.7632 -2.9194 -0.1281
H -4.7979 -3.9501 -1.1447
H -4.4369 -4.4204 0.5277
C 5.2530 8.1929 1.9229
O 4.7798 9.0928 2.9325
C 5.6251 10.0724 3.2376
O 6.7094 10.2522 2.7502
O 5.0621 10.8275 4.1829
C 5.8683 11.9266 4.6089
H 4.4707 7.4521 1.7791
H 5.4292 8.7228 0.9893
H 6.1653 7.6976 2.2482
H 6.0708 12.5993 3.7779
H 6.8054 11.5733 5.0348
H 5.2925 12.4458 5.3692

=====

# 2
87
Properties=species:S:1:pos:R:3 method="wB97M-V/def2-TZVPD" total_energy_ha=-3489.8518 orbital_gap_ev=6.0 fmax_ev_per_a=13.82 total_charge=+1
C -0.6542 3.8720 -1.0364
C -0.3291 2.4486 -1.0487
C -0.9766 1.3769 -0.0527
O -1.6775 2.2778 0.8596
C 0.2914 0.8405 0.7624
C 1.6973 1.6073 0.4725
C 2.7365 0.9062 1.5231
C 3.7571 2.0319 2.1062
C 5.1215 2.1176 1.3037
O 5.5417 3.2372 0.9679
O 5.8105 0.8924 1.0574
O 0.6468 -0.5416 0.7121
C -0.5024 -1.4217 0.7345
C -1.1656 -1.2784 2.1634
C -2.3806 -2.2250 2.5503
O -3.2333 -2.6954 1.4940
C 0.0780 -2.9177 0.7663
C 1.3002 -3.1267 1.8281
C 2.5219 -3.9797 1.2027
S 3.2583 -4.9618 2.6227
O 2.4867 -6.2070 2.9199
O 4.7119 -5.1929 2.3278
O 3.2247 -3.9252 3.9679
C -1.3253 -1.0580 -0.5915
C -0.5805 -1.5859 -1.9391
C 0.7911 -0.9377 -2.3588
C 0.8983 -0.9694 -3.9844
I 2.6389 -1.9166 -1.7430
N -1.9225 0.3412 -0.6692
C -3.2249 0.2275 0.1471
O -4.2197 1.2242 -0.0845
C -4.8711 1.6410 1.1413
C -6.0237 2.7237 0.9313
S -2.5416 0.8113 -2.2655
O -3.0290 2.2540 -2.3340
O -1.4768 0.9486 -3.3547
C -3.8025 -0.1994 -3.1183
F -3.2703 -0.8467 -4.2764
F -4.7317 0.6972 -3.7259
C -4.7263 -1.2928 -2.4680
F -5.7206 -0.8117 -1.5851
F -5.5163 -1.7814 -3.5514
F -4.0993 -2.4553 -1.9997
H -0.1881 4.5404 -0.2333
H -1.3372 4.3464 -1.8145
H 0.4026 2.1896 -1.8962
H -1.0354 2.7868 1.3910
H 0.1362 1.0850 1.8830
H 2.1320 1.3774 -0.5460
H 1.6859 2.6955 0.7779
H 2.1870 0.5127 2.4545
H 3.3313 0.0670 1.0418
H 4.0291 1.6505 3.1596
H 3.2499 3.0378 2.2746
H 5.9656 0.9180 0.0812
H -1.4861 -0.2113 2.4696
H -0.3781 -1.4687 2.9864
H -1.9426 -3.1483 3.0838
H -3.0170 -1.7055 3.3579
H -4.1516 -2.5049 1.7941
H -0.7160 -3.7036 1.0436
H 0.5432 -3.3042 -0.1838
H 1.6208 -2.1727 2.3458
H 0.8743 -3.8011 2.6607
H 3.3473 -3.2756 0.8634
H 2.1740 -4.6765 0.3639
H 3.4227 -3.0286 3.5987
H -2.1316 -1.8867 -0.5664
H -1.2751 -1.5362 -2.8607
H -0.4418 -2.7302 -1.9053
H 0.8527 0.1106 -1.9363
H 1.6772 -0.2495 -4.3842
H -0.1035 -0.8417 -4.4972
H 1.2481 -2.0376 -4.2347
H -3.7783 -0.7566 -0.0011
H -3.0839 0.2821 1.2696
H -5.3575 0.6967 1.5880
H -4.1496 2.0437 1.9312
H -6.1083 3.3488 1.8868
H -7.0177 2.2022 0.7221
H -5.7202 3.4485 0.0999
C 6.2690 4.4811 -1.8918
O 6.7745 3.7547 -3.0055
H 5.3575 4.9976 -2.1942
H 6.0404 3.7929 -1.0744
H 7.0091 5.2158 -1.5645
H 7.5784 3.3087 -2.7140

=====

# 3
72
Properties=species:S:1:pos:R:3 method="wB97M-V/def2-TZVPD" total_energy_ha=-1640.7505 spin_multiplicity=3 orbital_gap_ev="9.1 / 8.4" fmax_ev_per_a=2.80
F 0.6884 1.1079 -0.7223
P -0.3783 2.3164 -0.4731
C -1.9667 1.4134 -0.3244
C -3.1303 2.1479 -0.1279
C -4.3395 1.4776 0.0341
C -4.4193 0.0933 -0.0293
C -3.2362 -0.6082 -0.2342
C -2.0091 0.0210 -0.3920
H -0.3777 3.0407 -1.6993
H -3.1445 3.2388 -0.0889
H -5.2296 2.0901 0.1927
H -5.3691 -0.4293 0.0698
H -3.2673 -1.7058 -0.2850
H -1.1263 -0.5903 -0.5651
C 4.7571 7.9484 0.3134
C 3.6760 7.1958 1.1411
C 4.2807 6.5876 2.4188
C 5.0497 5.2857 2.2121
C 4.2089 4.2915 1.4179
C 3.7282 4.8753 0.0880
N 3.0115 6.1743 0.2754
O 1.8221 5.9250 0.7530
C 4.9474 5.0395 -0.8429
C 2.8405 3.8549 -0.6255
C 2.7019 8.2896 1.5911
H 4.9061 7.5279 -0.6781
H 4.4677 8.9835 0.1280
H 5.7246 7.9646 0.8192
H 3.4774 6.3875 3.1355
H 4.9339 7.3215 2.8965
H 6.0036 5.4786 1.7131
H 5.2990 4.8544 3.1844
H 4.7889 3.3839 1.2347
H 3.3495 3.9859 2.0239
H 4.6554 5.4919 -1.7929
H 5.3824 4.0642 -1.0658
H 5.7498 5.6364 -0.4133
H 1.9919 3.5398 -0.0154
H 3.4080 2.9537 -0.8606
H 2.4587 4.2588 -1.5662
H 2.1764 8.7290 0.7414
H 3.2543 9.0859 2.0932
H 1.9597 7.9211 2.2989
C -4.0242 -7.8874 -1.5456
C -3.4108 -6.4673 -1.7102
C -1.9716 -6.5446 -2.2487
C -0.9116 -6.8972 -1.2107
C -1.0438 -5.9950 0.0105
C -2.4505 -6.0370 0.6114
N -3.5032 -5.7343 -0.4091
O -3.4892 -4.4514 -0.6469
C -2.6705 -7.4253 1.2463
C -2.5311 -5.0634 1.7894
C -4.2550 -5.8047 -2.8040
H -4.2929 -8.1209 -0.5183
H -4.9591 -7.9838 -2.0987
H -3.3509 -8.6697 -1.9017
H -1.6997 -5.5773 -2.6842
H -1.9291 -7.2657 -3.0681
H -0.9857 -7.9513 -0.9289
H 0.0808 -6.7708 -1.6496
H -0.3115 -6.2904 0.7656
H -0.7896 -4.9684 -0.2744
H -3.6797 -7.5131 1.6539
H -1.9715 -7.5755 2.0703
H -2.5075 -8.2526 0.5583
H -2.2657 -4.0446 1.5071
H -1.8370 -5.3668 2.5736
H -3.5349 -5.0511 2.2186
H -5.2838 -5.6501 -2.4742
H -4.2776 -6.4466 -3.6862
H -3.8489 -4.8437 -3.1193

=====

# 4
79
Properties=species:S:1:pos:R:3 method="wB97M-V/def2-TZVPD" total_energy_ha=-6524.0224 spin_multiplicity=5 orbital_gap_ev="7.1 / 7.1" fmax_ev_per_a=1.61 total_charge=-1
Fe 0.3029 0.2435 -1.1258
C 3.5065 -0.5923 -0.1843
C 2.9111 -1.7311 -1.0111
C 3.3961 -3.0605 -0.4019
C 3.4120 -1.6926 -2.4593
O 1.4613 -1.5777 -1.0049
Ge 0.2300 -2.7968 0.0029
O -0.8679 -1.2011 0.0595
C -1.8427 -1.1757 1.1069
C -2.8183 -2.3800 0.9433
C -1.1048 -1.3078 2.4488
C -2.6145 0.1707 1.0638
O -0.5774 -3.4027 -1.5110
C -0.4008 -4.6615 -2.1181
C -0.4451 -5.8600 -1.1274
C -1.5533 -4.8516 -3.1323
C 0.9325 -4.7309 -2.8534
H 4.6006 -0.7094 -0.1813
H 3.1299 -0.7633 0.8391
H 3.1884 0.3863 -0.5496
H 4.4663 -2.9988 -0.3439
H 3.1466 -3.9379 -1.0147
H 2.9855 -3.1983 0.5785
H 4.4790 -1.5592 -2.3993
H 2.9931 -0.8711 -3.0128
H 3.1640 -2.6297 -2.9644
H -2.2694 -3.2994 1.0941
H -3.3052 -2.4182 -0.0197
H -3.5621 -2.3588 1.7674
H -0.8894 -2.3214 2.7431
H -1.7967 -0.9999 3.2364
H -0.2310 -0.6279 2.4675
H -3.1170 0.2607 0.1131
H -1.9412 1.0155 1.2474
H -3.3806 0.1569 1.8221
H -1.4557 -5.9092 -0.6717
H 0.2982 -5.8269 -0.3406
H -0.3184 -6.7868 -1.6536
H -2.5193 -4.8034 -2.6410
H -1.4869 -5.7981 -3.6342
H -1.5517 -4.0469 -3.8300
H 1.7614 -4.6929 -2.1664
H 0.9617 -3.9060 -3.5709
H 1.0353 -5.6916 -3.3627
C -4.5456 2.8607 -0.5576
C -3.4907 3.9372 -0.6720
N -2.3844 3.8292 0.2451
C -2.4335 4.6284 1.4892
C -2.7750 3.8521 2.7506
C -1.2617 3.0718 0.0047
S -1.0774 2.1993 -1.5102
N -0.3464 3.1900 0.9806
C 0.7581 2.4237 1.0913
O 1.0570 1.3661 0.4814
C 1.8148 3.0000 2.0162
C 1.5547 4.2051 2.6676
C 2.5289 4.7648 3.4699
C 3.7687 4.1528 3.5955
C 4.0390 2.9858 2.9231
C 3.0569 2.4059 2.1579
H -5.3330 3.0564 -1.2983
H -4.9772 2.8969 0.4515
H -4.1818 1.8599 -0.8001
H -3.9551 4.8891 -0.4295
H -3.0809 3.9632 -1.6922
H -3.1997 5.3668 1.3367
H -1.4349 5.0727 1.6071
H -3.7769 3.4112 2.6933
H -2.7694 4.4941 3.6230
H -2.0684 3.0085 2.8982
H 0.6130 4.6586 2.5756
H 2.3588 5.6927 4.0163
H 4.5369 4.6451 4.2250
H 5.0419 2.5328 3.0129
H 3.2289 1.4090 1.7214
S 2.6692 1.2571 -6.1760
Sb 1.6940 1.1143 -4.2448
S -0.1951 -0.0381 -4.0680
S 2.2536 2.7806 -2.8325

=====

# 5
76
Properties=species:S:1:pos:R:3 method="wB97M-V/def2-TZVPD" total_energy_ha=-2884.3082 orbital_gap_ev=2.7 fmax_ev_per_a=7.51 total_charge=-1
C -3.5296 -5.7565 0.3064
C -2.9220 -5.6227 -1.0743
C -2.6138 -4.1845 -1.5120
C -3.7367 -3.1492 -1.2806
C -3.2294 -1.9731 -0.4397
C -3.2086 -2.2557 1.0664
C -1.8004 -2.3264 1.6816
C -1.8420 -1.8673 3.1278
C -0.4982 -1.9717 3.8614
C 0.0248 -0.6253 4.3891
C 1.1519 -0.0470 3.5224
C 0.5439 0.7585 2.3880
C 1.6121 1.2371 1.4111
C 1.1384 2.1725 0.2719
C 1.2816 3.6698 0.6670
I 1.1565 4.1003 2.7924
C 0.3703 4.6734 -0.0874
C -0.7569 5.3733 0.6595
I 1.6521 6.3118 -0.7538
C -0.1545 1.6434 -0.3770
O -0.4239 2.1455 -1.6987
I -2.0973 1.9156 0.5814
N 0.2736 0.2950 -0.6470
C 1.4534 0.5010 -1.4233
O 1.8286 -0.2776 -2.2393
C 2.1000 1.8105 -0.9611
S 3.8674 1.5845 -0.4156
C 2.2638 2.9135 -2.0510
C 2.5936 2.4241 -3.4719
C 4.0683 2.0867 -3.7611
C 4.4474 0.6396 -3.7242
O 5.3108 0.2471 -2.8931
O 3.7518 -0.2467 -4.4567
H -4.5168 -5.3163 0.3677
H -3.6530 -6.8106 0.5353
H -2.8887 -5.3478 1.0793
H -3.5337 -6.0851 -1.8430
H -1.9707 -6.1468 -1.0526
H -1.7137 -3.8560 -1.0021
H -2.3872 -4.1942 -2.5724
H -4.6129 -3.5909 -0.8221
H -4.0557 -2.7634 -2.2429
H -3.9196 -1.1551 -0.6242
H -2.2582 -1.6842 -0.8265
H -3.7060 -1.4223 1.5566
H -3.7790 -3.1432 1.3138
H -1.4914 -3.3674 1.6087
H -1.1169 -1.7420 1.0726
H -2.2566 -0.8639 3.1544
H -2.5659 -2.5047 3.6300
H 0.2490 -2.4808 3.2625
H -0.6530 -2.6056 4.7295
H -0.8001 0.0746 4.3049
H 0.3262 -0.6714 5.4283
H 1.6802 -0.8690 3.0446
H 1.8944 0.5024 4.0935
H -0.1266 1.5334 2.7333
H -0.0682 0.0524 1.8316
H 2.4398 1.6823 1.9429
H 2.0183 0.3239 1.0058
H 2.3004 3.9303 0.4433
H -0.0372 4.2789 -0.9994
H -0.4239 6.2181 1.2398
H -1.3773 4.7056 1.2390
H -1.4066 5.8018 -0.1008
H -1.3086 2.5123 -1.7354
H -0.4094 -0.2460 -1.1604
H 3.9307 2.6214 0.4376
H 1.3424 3.4580 -2.1679
H 3.0814 3.5436 -1.7353
H 2.3621 3.2811 -4.0998
H 1.9150 1.6542 -3.8144
H 4.2600 2.4170 -4.7731
H 4.7256 2.6734 -3.1411
H 3.8615 -1.0721 -3.9716
I 6.5726 0.4743 -4.8286

=====

# 6
72
Properties=species:S:1:pos:R:3 method="wB97M-V/def2-TZVPD" total_energy_ha=-1267.6636 orbital_gap_ev=8.9 fmax_ev_per_a=12.28
C -1.5648 1.3847 -0.5545
C -0.0611 1.4245 -0.4152
C 0.5307 0.7959 0.8920
C 0.6961 -0.6209 0.6868
N 0.8113 -1.7143 0.4163
H -1.7615 0.3129 -0.5291
H -1.8907 1.8323 -1.4934
H -2.1393 1.7994 0.2738
H 0.0897 2.5016 -0.3432
H 0.3371 0.9708 -1.3228
H -0.0613 0.7702 1.8069
H 1.5156 1.2265 1.0723
C 1.7051 -1.3844 -2.0733
C 2.8719 -1.8429 -2.8232
C 4.0062 -2.4484 -1.9369
C 4.5531 -1.3961 -1.0026
N 5.0085 -0.5457 -0.3296
H 1.7138 -0.3562 -1.7115
H 1.4535 -2.1099 -1.2997
H 0.8260 -1.3240 -2.7149
H 3.2849 -1.0575 -3.4562
H 2.4542 -2.4929 -3.5921
H 4.9185 -2.7444 -2.4549
H 3.7056 -3.3476 -1.3991
C -6.1870 1.0320 -0.8695
C -4.9984 0.2818 -0.2228
C -3.6548 0.5120 -0.9299
C -3.4199 0.2291 -2.3867
N -3.3375 0.1146 -3.5654
H -6.6288 0.6733 -1.7991
H -5.9968 2.1047 -0.9033
H -7.0365 0.9597 -0.1904
H -5.2922 -0.7672 -0.1832
H -4.9915 0.4745 0.8500
H -2.9602 -0.2284 -0.5330
H -3.3099 1.5162 -0.6837
C 3.9052 0.3445 2.0987
C 3.0617 -0.9896 1.8081
C 2.0145 -1.2980 2.9340
C 1.2555 -0.0835 3.3550
N 0.6356 0.8544 3.7525
H 4.1657 0.6164 3.1216
H 3.2548 1.1690 1.8066
H 4.7361 0.6706 1.4732
H 3.8689 -1.7217 1.7868
H 2.6451 -1.1574 0.8149
H 2.5258 -1.6596 3.8261
H 1.2436 -1.9731 2.5625
C 1.4217 -3.1907 1.1130
C 2.4280 -4.2533 1.6695
C 3.4219 -4.6785 0.6692
C 2.8265 -5.6110 -0.3441
N 2.4257 -6.3728 -1.1066
H 1.9381 -2.5225 0.4239
H 0.9467 -2.5263 1.8348
H 0.5416 -3.6750 0.6901
H 2.0756 -5.0379 2.3391
H 3.0223 -3.7011 2.3974
H 4.3100 -5.0421 1.1860
H 3.8040 -3.8331 0.0970
C -4.4252 4.9480 -1.1235
C -3.6625 4.9955 0.1890
C -2.1456 4.5190 0.1486
C -1.3473 5.4124 -0.6935
N -0.7096 6.1026 -1.3360
H -5.5131 4.9528 -1.0560
H -4.3402 3.9653 -1.5874
H -4.1399 5.8935 -1.5848
H -3.9960 4.3734 1.0196
H -3.6793 6.0009 0.6095
H -2.0997 3.5127 -0.2677
H -1.6057 4.4603 1.0937